1.
{"formula": "C3H9NS", "method": "ωB97M-V/def2-TZVPD", "total_charge": 0, "homo_lumo_gap_ev": 10.071, "lumo_energy_ev": 1.073, "smiles": "NCCCS", "fmax_ev_per_a": 1.14, "relative_energy_ev": 0.363, "e_homo_ev": -9.00, "elements": ["N", "C", "C", "C", "S", "H", "H", "H", "H", "H", "H", "H", "H", "H"], "positions_angstrom": [[0.54740, -1.22041, 2.54052], [1.18412, -0.61445, 1.35345], [0.13781, -0.49515, 0.23044], [0.15108, 0.83080, -0.50147], [-1.03541, 0.90231, -1.85433], [0.30353, -2.18095, 2.34366], [1.13624, -1.18763, 3.36053], [1.95450, -1.29855, 0.98356], [1.61727, 0.34622, 1.61392], [-0.84171, -0.63393, 0.69170], [0.27313, -1.34007, -0.44818], [-0.07862, 1.60582, 0.23188], [1.16656, 1.01828, -0.87262], [-1.45673, -0.36556, -1.77899]]}

2.
{"formula": "C3H6NO2", "method": "ωB97M-V/def2-TZVPD", "spin_multiplicity": 2, "total_charge": -2, "homo_lumo_gap_ev": [2.532, 7.975], "lumo_energy_ev": [6.761, 6.653], "fmax_ev_per_a": 3.92, "relative_energy_ev": 0.802, "e_homo_ev": [4.23, -1.32], "elements": ["C", "C", "N", "H", "H", "H", "H", "H", "O", "C", "O", "H"], "positions_angstrom": [[2.11885, 0.09319, -0.62177], [0.70672, -1.14502, 0.83186], [1.85118, -0.64892, 0.62623], [3.16276, 0.15222, -0.83450], [1.81395, 1.07864, -0.53145], [1.51753, -0.48539, -1.37952], [0.59121, -1.86724, 1.58505], [-0.04320, -0.91410, 0.03153], [-1.75914, 0.47296, 0.29103], [-2.93657, 0.87256, 0.08419], [-4.08373, 0.44169, 0.28977], [-2.93957, 1.94942, -0.37242]]}

3.
{"formula": "C3H4N3O2", "method": "ωB97M-V/def2-TZVPD", "total_charge": -1, "homo_lumo_gap_ev": [9.022, 5.396], "lumo_energy_ev": [3.649, 2.551], "fmax_ev_per_a": 3.31, "relative_energy_ev": 6.304, "e_homo_ev": [-5.37, -2.85], "elements": ["C", "C", "C", "N", "N", "N", "O", "O", "H", "H", "H", "H"], "positions_angstrom": [[0.42328, -1.78012, 0.01575], [-2.74403, 0.38513, -0.50584], [0.83323, -0.46537, 0.23796], [0.09400, -2.88351, -0.04176], [2.11437, -0.18708, 0.01984], [2.51552, 1.03233, 0.16630], [1.89830, 1.82965, 0.82187], [3.57269, 1.28061, -0.37966], [-2.97233, 0.93570, 0.36028], [-3.62192, 0.22094, -1.22855], [-2.17200, -0.49182, -0.32965], [0.05889, 0.12354, 0.86346]]}

4.
{"formula": "C3H4O4", "method": "ωB97M-V/def2-TZVPD", "total_charge": 0, "homo_lumo_gap_ev": [8.203, 8.048], "lumo_energy_ev": [-2.675, -2.712], "fmax_ev_per_a": 2.03, "relative_energy_ev": 4.772, "e_homo_ev": [-10.88, -10.76], "elements": ["C", "C", "C", "O", "O", "O", "O", "H", "H", "H", "H"], "positions_angstrom": [[-1.14180, 0.38454, -0.63400], [-0.20566, -0.93679, -0.08300], [1.60492, 0.43518, 0.70720], [0.75108, 1.32308, 1.02664], [-0.89392, 1.39650, 0.15863], [1.09813, -0.59612, -0.15924], [2.76240, 0.36035, 0.99815], [-2.14616, -0.03956, -0.48458], [-0.83400, 0.51006, -1.68074], [-0.56933, -1.09691, 0.93379], [-0.42566, -1.74033, -0.78284]]}

5.
{"formula": "C21H23N6NiSe2", "method": "ωB97M-V/def2-TZVPD", "total_charge": 1, "homo_lumo_gap_ev": [8.051, 7.970], "lumo_energy_ev": [-3.198, -3.258], "fmax_ev_per_a": 1.02, "relative_energy_ev": 0.714, "e_homo_ev": [-11.25, -11.23], "elements": ["Ni", "Se", "Se", "C", "C", "C", "C", "C", "N", "C", "C", "C", "C", "C", "N", "H", "H", "H", "H", "H", "H", "H", "H", "C", "C", "C", "C", "C", "C", "H", "H", "H", "H", "H", "C", "C", "C", "C", "N", "C", "N", "N", "N", "H", "H", "H", "H", "H", "H", "H", "H", "H", "H"], "positions_angstrom": [[0.72438, 1.13780, -0.57342], [2.27062, 4.11947, -1.61668], [3.80295, 3.29137, -0.10017], [3.87408, 1.48132, -0.73627], [5.12185, 0.87287, -0.77214], [5.23849, -0.37187, -1.36124], [4.11157, -0.94153, -1.93575], [2.90884, -0.27983, -1.81992], [2.76475, 0.89938, -1.18878], [0.77106, 4.08836, -0.41772], [0.13639, 5.28144, -0.11680], [-0.86334, 5.28761, 0.84095], [-1.15704, 4.10561, 1.49850], [-0.50326, 2.95327, 1.11732], [0.42842, 2.92427, 0.14588], [5.98626, 1.39222, -0.38227], [6.19860, -0.86775, -1.41068], [4.15782, -1.88396, -2.46185], [2.00669, -0.70717, -2.23731], [0.45349, 6.19186, -0.60482], [-1.37491, 6.20716, 1.09136], [-1.90025, 4.06096, 2.28113], [-0.73516, 2.00465, 1.57759], [-3.90850, 0.97537, -1.38974], [-3.34660, 0.00496, -0.57406], [-1.98166, 0.01415, -0.30729], [-1.15269, 0.99301, -0.84700], [-1.73316, 1.96900, -1.65760], [-3.09382, 1.95345, -1.94115], [-4.97081, 0.96992, -1.59415], [-3.96943, -0.76876, -0.14083], [-1.58826, -0.76857, 0.33162], [-1.12082, 2.74881, -2.09934], [-3.51516, 2.71373, -2.58684], [-1.97622, -3.54093, 2.35200], [-1.33567, -4.31655, 1.20461], [-2.03347, -4.03644, -0.12271], [0.17442, -4.07135, 1.11477], [0.51855, -2.65400, 1.00238], [0.71758, -1.72829, 1.95675], [0.95105, -0.57216, 1.38631], [0.88190, -0.83582, 0.06358], [0.62157, -2.05999, -0.18324], [-3.01390, -3.84794, 2.47577], [-1.98249, -2.46572, 2.15416], [-1.46461, -3.71684, 3.30116], [-1.42311, -5.38402, 1.42648], [-1.90030, -2.99823, -0.43456], [-3.10419, -4.21751, -0.03022], [-1.64917, -4.67532, -0.91862], [0.59414, -4.54998, 0.23181], [0.69069, -4.45152, 1.99565], [0.69183, -1.92994, 3.01343]]}

6.
{"formula": "C10H20N3O2", "method": "ωB97M-V/def2-TZVPD", "total_charge": 1, "homo_lumo_gap_ev": 9.925, "lumo_energy_ev": -2.491, "fmax_ev_per_a": 5.85, "relative_energy_ev": 3.866, "e_homo_ev": -12.42, "elements": ["C", "C", "C", "C", "C", "C", "C", "C", "C", "C", "N", "N", "N", "O", "O", "H", "H", "H", "H", "H", "H", "H", "H", "H", "H", "H", "H", "H", "H", "H", "H", "H", "H", "H", "H"], "positions_angstrom": [[0.38546, 2.34057, 0.50120], [-0.01465, 3.12100, 1.78287], [-0.61255, -0.90169, 0.02454], [0.57675, -1.55921, -1.97512], [-1.85010, -1.64226, -0.61065], [-0.71032, -2.22515, -2.52905], [1.06623, 1.13917, 2.26423], [-0.50063, -3.52847, -3.32691], [0.30019, 2.41038, 4.23488], [1.60924, 0.19342, -0.66364], [1.03247, 1.07342, 0.96289], [0.43450, 2.17070, 2.78452], [0.18483, -0.51840, -0.99902], [-1.40720, -2.70163, -1.42613], [2.09690, 0.94695, -1.36816], [-0.59830, 2.10971, 0.05401], [0.48886, 4.07605, 1.96602], [-1.09786, 3.19758, 1.88524], [-1.03143, -0.06270, 0.55806], [-0.23220, -1.55953, 0.75157], [1.31419, -2.37592, -1.65987], [0.90553, -1.01459, -2.80430], [-2.36201, -2.21760, 0.26168], [-2.57379, -0.84402, -1.09144], [-1.44847, -1.53385, -2.97120], [1.38749, 0.10464, 2.64407], [0.04368, -3.47258, -4.30644], [-1.43390, -3.93594, -3.59846], [0.03870, -4.17192, -2.66950], [0.67468, 1.52693, 4.71700], [0.79294, 3.34914, 4.50766], [-0.65716, 2.49082, 4.62208], [2.11931, -0.66087, -0.18697], [-0.39665, 0.16528, -1.48165], [1.20013, 2.91351, -0.01583]]}

Copy entry 6 word for word.
{"formula": "C10H20N3O2", "method": "ωB97M-V/def2-TZVPD", "total_charge": 1, "homo_lumo_gap_ev": 9.925, "lumo_energy_ev": -2.491, "fmax_ev_per_a": 5.85, "relative_energy_ev": 3.866, "e_homo_ev": -12.42, "elements": ["C", "C", "C", "C", "C", "C", "C", "C", "C", "C", "N", "N", "N", "O", "O", "H", "H", "H", "H", "H", "H", "H", "H", "H", "H", "H", "H", "H", "H", "H", "H", "H", "H", "H", "H"], "positions_angstrom": [[0.38546, 2.34057, 0.50120], [-0.01465, 3.12100, 1.78287], [-0.61255, -0.90169, 0.02454], [0.57675, -1.55921, -1.97512], [-1.85010, -1.64226, -0.61065], [-0.71032, -2.22515, -2.52905], [1.06623, 1.13917, 2.26423], [-0.50063, -3.52847, -3.32691], [0.30019, 2.41038, 4.23488], [1.60924, 0.19342, -0.66364], [1.03247, 1.07342, 0.96289], [0.43450, 2.17070, 2.78452], [0.18483, -0.51840, -0.99902], [-1.40720, -2.70163, -1.42613], [2.09690, 0.94695, -1.36816], [-0.59830, 2.10971, 0.05401], [0.48886, 4.07605, 1.96602], [-1.09786, 3.19758, 1.88524], [-1.03143, -0.06270, 0.55806], [-0.23220, -1.55953, 0.75157], [1.31419, -2.37592, -1.65987], [0.90553, -1.01459, -2.80430], [-2.36201, -2.21760, 0.26168], [-2.57379, -0.84402, -1.09144], [-1.44847, -1.53385, -2.97120], [1.38749, 0.10464, 2.64407], [0.04368, -3.47258, -4.30644], [-1.43390, -3.93594, -3.59846], [0.03870, -4.17192, -2.66950], [0.67468, 1.52693, 4.71700], [0.79294, 3.34914, 4.50766], [-0.65716, 2.49082, 4.62208], [2.11931, -0.66087, -0.18697], [-0.39665, 0.16528, -1.48165], [1.20013, 2.91351, -0.01583]]}